{
  "formula": "C2H6IN2S",
  "method": "wB97M-V/def2-TZVPD",
  "elements": ["C", "C", "N", "N", "S", "I", "H", "H", "H", "H", "H", "H"],
  "positions_angstrom": [[0.21405, -0.79410, 0.06022], [-1.62463, 1.18677, -0.02288], [1.09044, 0.38954, -0.14173], [0.82018, -1.90685, -0.23408], [-1.42592, -0.57973, 0.34260], [3.18369, 0.44254, 0.16845], [-2.45189, 1.37498, 0.56715], [-1.90866, 1.54854, -0.98741], [-0.84908, 1.65358, 0.44906], [0.74396, 1.31885, 0.10157], [1.78676, -1.88906, -0.15904], [0.42109, -2.74506, -0.14391]],
  "forces_ev_per_a": [[3.6, 4.6, -1.7], [-0.9, -1.7, -0.2], [-1.1, -2.1, 0.8], [0.0, 2.8, 0.5], [-0.8, -0.2, -0.6], [-1.3, -0.4, -0.2], [-1.8, 0.6, 1.4], [0.5, -0.5, -1.0], [1.7, 1.7, 0.9], [0.0, -0.9, 0.0], [2.3, -0.1, -0.1], [-2.2, -3.9, 0.3]],
  "de_lowest_ev": 0.716,
  "total_charge": 1,
  "gap_ev": 8.54,
  "e_homo_ev": -13.709
}